# 1
Below is a molecular structure, C6H6N2 in a non-equilibrium geometry, with properties calculated with the ωB97M-V functional and the def2-TZVPD basis.

XYZ file:
```
14
Properties=species:S:1:pos:R:3:forces:R:3:mulliken_charge:R:1
C 1.04074 -1.05551 -0.04328 5.005 -5.879 1.455 0.04
C 1.88812 0.10249 0.00198 1.506 2.303 -0.529 -0.31
C 1.05865 1.24093 -0.11596 -0.315 -7.357 0.318 -1.03
C -0.34625 0.60665 -0.17184 3.533 16.081 -0.178 0.45
C -2.22769 -0.19912 0.12711 1.537 -3.538 -2.792 -0.31
C -0.24003 -0.56392 -0.08090 -0.947 -14.432 -1.708 -0.08
H 1.28807 -1.56635 1.01804 -0.797 0.639 -2.026 0.15
H 1.47436 -1.88219 -0.80507 -1.452 1.826 1.468 0.27
H 3.02450 -0.24602 0.12038 -2.409 2.137 -0.332 0.28
H 1.33984 2.17433 -0.09889 1.245 4.903 0.064 0.57
H -2.02793 1.93565 0.32077 1.443 -3.511 -1.801 0.32
H -3.20548 -0.27727 0.05188 -4.709 -0.401 0.199 0.46
N -1.64464 0.94780 -0.12511 -1.549 7.116 2.675 -0.19
N -1.42226 -1.21747 -0.19911 -2.091 0.115 3.186 -0.64
```
Positions in Å, forces in eV/Å.

Its total charge is 0. Its energy above the lowest of the compared OMol25 structures with the same formula, charge and spin is 423.6 kJ/mol. The value obtained for the HOMO energy is -8.29 eV. The strongest force on any atom comes out at 16.47 eV Å⁻¹. For the frontier orbital gap, the calculation gives 9.1 eV. The calculation puts the total energy at -9294.35409 eV. The lowest unoccupied orbital energy comes out at 0.78 eV.

# 2
Below is 2 unconnected molecules or ions with the total composition C3H9N3 in a non-equilibrium geometry, with properties calculated with the ωB97M-V functional and the def2-TZVPD basis.

XYZ file:
```
15
Properties=species:S:1:pos:R:3:forces:R:3:lowdin_spin:R:1
C 0.31858 -3.16735 -3.61689 -0.465 1.769 -1.631 0.07
C -0.58389 -2.59228 -5.67507 -3.967 1.238 -1.729 0.37
N 0.50420 -3.01337 -5.14275 2.415 -0.592 4.368 0.36
H 1.12556 -2.94015 -2.93749 0.873 0.810 -0.197 0.00
H -0.60666 -2.66714 -3.20279 0.693 -0.318 -0.570 0.01
H 0.23582 -4.18930 -3.46486 -0.748 -2.525 0.391 0.03
H -0.87208 -3.03142 -6.63073 -0.081 0.119 -0.577 0.08
H -1.51488 -2.13800 -5.17086 1.283 -0.502 -0.057 0.07
N 0.97586 2.67673 5.51447 3.815 -0.571 -3.529 0.00
C 0.29404 3.78179 5.11191 -0.961 2.449 3.717 0.00
N -0.75343 3.66088 4.46652 -1.603 1.658 -2.694 0.00
H 0.99451 2.12456 4.63009 0.336 0.023 1.000 0.00
H 0.49956 2.12036 6.11639 -1.809 -1.708 2.598 0.00
H 0.44530 4.73694 5.72593 0.662 -0.913 -1.178 0.00
H -1.06249 4.63776 4.27614 -0.441 -0.936 0.087 0.00
```
Positions in Å, forces in eV/Å.

Its total charge is -1. The spin multiplicity is 2. Its energy above the lowest of the compared OMol25 structures with the same formula, charge and spin is 304.3 kJ/mol. The value obtained for the HOMO energy (spin up / spin down) is 1.21 / -2.85 eV. The strongest force on any atom comes out at 5.23 eV Å⁻¹. For the frontier orbital gap (spin up / spin down), the calculation gives 1.1 / 5.2 eV. The calculation puts the total energy at -7722.85483 eV. The lowest unoccupied orbital energy (spin up / spin down) comes out at 2.31 / 2.30 eV.

# 3
Below is 2 unconnected molecules or ions with the total composition C4H14N3 in a non-equilibrium geometry, with properties calculated with the ωB97M-V functional and the def2-TZVPD basis.

XYZ file:
```
21
Properties=species:S:1:pos:R:3:forces:R:3:lowdin_spin:R:1
C -1.81789 0.21270 -0.18444 1.351 1.405 -1.359 0.00
C -1.18997 1.08992 0.87904 -1.910 0.615 -0.357 0.00
N -1.82439 2.43426 0.84514 -1.515 -3.007 -1.565 0.01
N -0.99467 -1.03386 -0.36368 0.521 0.827 -1.092 0.05
H -2.79941 -0.02589 0.10461 -1.327 -0.693 0.188 0.00
H -1.85854 0.75589 -1.16129 0.037 -0.462 0.749 0.00
H -1.29521 0.60844 1.83347 -0.040 -0.440 0.756 0.00
H -0.15444 1.17069 0.69303 1.421 0.489 -0.260 0.00
H -1.31228 2.93643 1.47620 1.200 2.213 1.991 0.00
H -2.80357 2.35533 1.19085 1.033 0.260 -0.283 0.00
H -0.96281 -1.45799 0.54145 0.122 -0.876 0.701 0.00
H -1.48399 -1.65456 -1.02964 0.510 0.060 0.348 0.00
C 2.28861 -1.26752 -0.74331 -2.500 0.572 -3.427 0.25
C 2.94391 -1.17231 0.43004 1.030 0.796 2.082 0.41
N 1.34429 -0.27918 -1.20674 4.786 -0.541 0.995 0.21
H 2.39137 -2.14255 -1.41595 -0.021 0.561 0.456 0.00
H 3.68366 -1.91552 0.72064 -0.097 0.029 -0.053 0.02
H 2.79904 -0.30506 1.08977 0.060 -0.412 -0.118 0.01
H 0.12383 -0.76408 -0.71016 -3.565 -0.742 0.677 0.02
H 1.53728 0.64456 -0.76415 -0.538 -0.510 -0.275 0.00
H 1.38519 -0.18968 -2.22487 -0.557 -0.145 -0.155 0.01
```
Positions in Å, forces in eV/Å.

Its total charge is +2. The spin multiplicity is 2. Its energy above the lowest of the compared OMol25 structures with the same formula, charge and spin is 272.7 kJ/mol. The value obtained for the HOMO energy (spin up / spin down) is -16.44 / -16.39 eV. The strongest force on any atom comes out at 4.92 eV Å⁻¹. For the frontier orbital gap (spin up / spin down), the calculation gives 7.5 / 3.0 eV. The calculation puts the total energy at -8824.78533 eV. The lowest unoccupied orbital energy (spin up / spin down) comes out at -8.95 / -13.44 eV.

Repeat the first record exactly.
Below is a molecular structure, C6H6N2 in a non-equilibrium geometry, with properties calculated with the ωB97M-V functional and the def2-TZVPD basis.

XYZ file:
```
14
Properties=species:S:1:pos:R:3:forces:R:3:mulliken_charge:R:1
C 1.04074 -1.05551 -0.04328 5.005 -5.879 1.455 0.04
C 1.88812 0.10249 0.00198 1.506 2.303 -0.529 -0.31
C 1.05865 1.24093 -0.11596 -0.315 -7.357 0.318 -1.03
C -0.34625 0.60665 -0.17184 3.533 16.081 -0.178 0.45
C -2.22769 -0.19912 0.12711 1.537 -3.538 -2.792 -0.31
C -0.24003 -0.56392 -0.08090 -0.947 -14.432 -1.708 -0.08
H 1.28807 -1.56635 1.01804 -0.797 0.639 -2.026 0.15
H 1.47436 -1.88219 -0.80507 -1.452 1.826 1.468 0.27
H 3.02450 -0.24602 0.12038 -2.409 2.137 -0.332 0.28
H 1.33984 2.17433 -0.09889 1.245 4.903 0.064 0.57
H -2.02793 1.93565 0.32077 1.443 -3.511 -1.801 0.32
H -3.20548 -0.27727 0.05188 -4.709 -0.401 0.199 0.46
N -1.64464 0.94780 -0.12511 -1.549 7.116 2.675 -0.19
N -1.42226 -1.21747 -0.19911 -2.091 0.115 3.186 -0.64
```
Positions in Å, forces in eV/Å.

Its total charge is 0. Its energy above the lowest of the compared OMol25 structures with the same formula, charge and spin is 423.6 kJ/mol. The value obtained for the HOMO energy is -8.29 eV. The strongest force on any atom comes out at 16.47 eV Å⁻¹. For the frontier orbital gap, the calculation gives 9.1 eV. The calculation puts the total energy at -9294.35409 eV. The lowest unoccupied orbital energy comes out at 0.78 eV.

> What is the formula in the first record?

C6H6N2

Repeat the first record exactly.
Below is a molecular structure, C6H6N2 in a non-equilibrium geometry, with properties calculated with the ωB97M-V functional and the def2-TZVPD basis.

XYZ file:
```
14
Properties=species:S:1:pos:R:3:forces:R:3:mulliken_charge:R:1
C 1.04074 -1.05551 -0.04328 5.005 -5.879 1.455 0.04
C 1.88812 0.10249 0.00198 1.506 2.303 -0.529 -0.31
C 1.05865 1.24093 -0.11596 -0.315 -7.357 0.318 -1.03
C -0.34625 0.60665 -0.17184 3.533 16.081 -0.178 0.45
C -2.22769 -0.19912 0.12711 1.537 -3.538 -2.792 -0.31
C -0.24003 -0.56392 -0.08090 -0.947 -14.432 -1.708 -0.08
H 1.28807 -1.56635 1.01804 -0.797 0.639 -2.026 0.15
H 1.47436 -1.88219 -0.80507 -1.452 1.826 1.468 0.27
H 3.02450 -0.24602 0.12038 -2.409 2.137 -0.332 0.28
H 1.33984 2.17433 -0.09889 1.245 4.903 0.064 0.57
H -2.02793 1.93565 0.32077 1.443 -3.511 -1.801 0.32
H -3.20548 -0.27727 0.05188 -4.709 -0.401 0.199 0.46
N -1.64464 0.94780 -0.12511 -1.549 7.116 2.675 -0.19
N -1.42226 -1.21747 -0.19911 -2.091 0.115 3.186 -0.64
```
Positions in Å, forces in eV/Å.

Its total charge is 0. Its energy above the lowest of the compared OMol25 structures with the same formula, charge and spin is 423.6 kJ/mol. The value obtained for the HOMO energy is -8.29 eV. The strongest force on any atom comes out at 16.47 eV Å⁻¹. For the frontier orbital gap, the calculation gives 9.1 eV. The calculation puts the total energy at -9294.35409 eV. The lowest unoccupied orbital energy comes out at 0.78 eV.

> Which value of strongest force on any atom does entry 1 give?

16.47 eV Å⁻¹